{
  "formula": "C3H7N",
  "method": "ωB97M-V with the def2-TZVPD basis set",
  "gap_ha": 0.373,
  "fmax_ev_per_a": 2.8,
  "smiles": "C=CCN",
  "symbols": ["C", "C", "C", "H", "H", "H", "H", "H", "H", "H", "N"],
  "xyz": [[0.11, -0.79, 0.23], [-0.80, 0.40, 0.21], [-0.43, 1.67, 0.58], [0.98, -0.53, -1.74], [1.23, -2.03, -0.97], [-0.38, -1.65, 0.77], [1.02, -0.52, 0.81], [-1.76, 0.24, -0.23], [0.56, 1.98, 0.97], [-1.10, 2.48, 0.43], [0.57, -1.24, -1.06]]
}

***

{
  "formula": "C28H28N2PdSi",
  "method": "ωB97M-V with the def2-TZVPD basis set",
  "gap_ha": [0.172, 0.237],
  "fmax_ev_per_a": 2.7,
  "s2": 2.009,
  "multiplicity": 3,
  "symbols": ["C", "C", "C", "H", "C", "C", "H", "H", "H", "H", "Pd", "C", "H", "H", "H", "Si", "C", "C", "H", "C", "H", "C", "H", "C", "H", "C", "H", "C", "C", "H", "C", "H", "C", "H", "C", "H", "C", "H", "H", "H", "C", "C", "C", "C", "N", "C", "C", "C", "C", "C", "C", "N", "H", "H", "H", "H", "H", "H", "H", "H"],
  "xyz": [[-2.54, -1.81, 1.18], [-2.88, -1.01, 0.05], [-2.11, -1.46, -1.06], [-3.61, -0.19, 0.03], [-1.25, -2.53, -0.61], [-1.57, -2.77, 0.78], [-1.13, -3.54, 1.41], [-2.95, -1.72, 2.18], [-2.17, -1.09, -2.08], [-0.48, -3.02, -1.20], [-0.48, -0.81, 0.50], [3.38, 2.30, -0.21], [3.64, 1.62, -1.02], [2.72, 3.09, -0.55], [4.28, 2.79, 0.16], [0.18, 0.79, -0.91], [-0.72, 2.46, -1.06], [-2.10, 2.50, -1.34], [-2.72, 1.61, -1.18], [-2.67, 3.68, -1.85], [-3.73, 3.72, -2.09], [-1.89, 4.81, -2.09], [-2.32, 5.72, -2.52], [-0.54, 4.80, -1.72], [0.08, 5.69, -1.87], [0.03, 3.65, -1.16], [1.07, 3.68, -0.83], [0.18, 0.20, -2.71], [-0.20, 1.02, -3.77], [-0.52, 2.05, -3.58], [-0.16, 0.56, -5.10], [-0.50, 1.25, -5.89], [0.31, -0.73, -5.39], [0.42, -1.06, -6.44], [0.69, -1.57, -4.33], [1.02, -2.59, -4.50], [0.66, -1.09, -3.01], [1.03, -1.72, -2.19], [2.92, 1.78, 0.65], [1.69, 1.22, -0.66], [2.75, -3.84, 1.52], [2.94, -3.66, 2.89], [2.23, -2.66, 3.55], [1.30, -1.88, 2.82], [1.19, -2.04, 1.48], [1.85, -3.00, 0.84], [0.36, -0.97, 3.49], [0.33, -0.79, 4.89], [-0.72, -0.07, 5.46], [-1.69, 0.50, 4.63], [-1.57, 0.33, 3.24], [-0.56, -0.36, 2.70], [3.28, -4.61, 0.98], [3.65, -4.28, 3.45], [2.37, -2.48, 4.61], [1.69, -3.13, -0.23], [1.12, -1.22, 5.50], [-0.77, 0.05, 6.54], [-2.53, 1.06, 5.03], [-2.31, 0.75, 2.56]]
}

***

{
  "formula": "C31H51F8I2N5O6",
  "method": "ωB97M-V with the def2-TZVPD basis set",
  "gap_ha": 0.301,
  "fmax_ev_per_a": 1.1,
  "symbols": ["C", "O", "C", "C", "C", "N", "C", "I", "C", "C", "I", "C", "C", "N", "C", "C", "O", "C", "C", "F", "F", "C", "F", "F", "C", "F", "F", "C", "F", "F", "C", "C", "C", "N", "H", "H", "H", "H", "H", "H", "H", "H", "H", "H", "H", "H", "H", "H", "H", "H", "H", "H", "H", "H", "H", "C", "O", "C", "C", "N", "C", "C", "O", "C", "H", "H", "H", "H", "H", "H", "H", "H", "H", "H", "H", "H", "H", "H", "H", "C", "O", "C", "C", "N", "C", "C", "O", "C", "H", "H", "H", "H", "H", "H", "H", "H", "H", "H", "H", "H", "H", "H", "H"],
  "xyz": [[-2.29, 0.98, 5.11], [-2.04, 0.22, 3.94], [-0.99, 0.69, 3.15], [-0.31, -0.44, 2.29], [0.22, 0.38, 1.18], [0.63, 1.01, 0.31], [0.85, -1.10, 3.07], [0.55, -1.36, 5.15], [2.02, -1.49, 2.53], [2.50, -1.33, 1.12], [3.55, -2.40, 3.64], [-1.35, -1.48, 1.69], [-0.53, -2.46, 0.95], [0.09, -3.23, 0.35], [-2.25, -0.90, 0.56], [-2.95, 0.43, 0.68], [-3.85, 0.50, 1.77], [-4.13, 1.81, 2.18], [-5.62, 2.08, 2.30], [-6.26, 1.75, 1.16], [-5.73, 3.43, 2.46], [-6.36, 1.43, 3.52], [-7.14, 2.37, 4.11], [-5.44, 1.05, 4.46], [-7.29, 0.23, 3.20], [-8.44, 0.73, 2.70], [-6.72, -0.55, 2.26], [-7.61, -0.61, 4.49], [-8.95, -0.69, 4.63], [-7.11, -1.85, 4.34], [-2.06, -2.38, 2.77], [-3.57, -2.43, 2.75], [-4.34, -1.76, 3.85], [-4.23, -3.08, 1.87], [-1.36, 1.38, 5.52], [-2.98, 1.80, 4.90], [-2.74, 0.32, 5.84], [-0.20, 1.15, 3.75], [-1.35, 1.48, 2.48], [1.72, -1.22, 0.37], [3.16, -0.46, 1.06], [3.10, -2.19, 0.83], [-2.98, -1.66, 0.28], [-1.61, -0.78, -0.31], [-2.22, 1.25, 0.71], [-3.51, 0.57, -0.25], [-3.65, 2.04, 3.13], [-3.79, 2.56, 1.46], [-7.19, -0.16, 5.39], [-1.74, -2.08, 3.76], [-1.72, -3.40, 2.64], [-4.97, -0.98, 3.45], [-5.00, -2.51, 4.29], [-3.69, -1.39, 4.64], [-3.61, -3.53, 1.20], [4.42, 4.59, -4.68], [4.85, 5.45, -3.64], [3.89, 6.40, -3.21], [3.37, 6.09, -1.83], [2.54, 4.89, -1.83], [2.19, 4.38, -0.51], [3.30, 3.93, 0.42], [3.99, 2.76, 0.01], [5.02, 2.96, -0.93], [5.29, 4.06, -5.04], [3.67, 3.86, -4.34], [3.99, 5.16, -5.51], [3.06, 6.47, -3.93], [4.38, 7.38, -3.19], [2.77, 6.93, -1.47], [4.25, 6.00, -1.17], [3.02, 4.16, -2.34], [1.53, 3.53, -0.66], [1.60, 5.15, 0.01], [2.84, 3.67, 1.38], [4.02, 4.73, 0.63], [5.53, 3.91, -0.78], [4.66, 2.91, -1.96], [5.74, 2.15, -0.79], [4.60, -5.18, -5.84], [3.56, -4.29, -6.17], [2.25, -4.84, -6.12], [1.45, -4.29, -4.96], [1.96, -4.78, -3.69], [1.39, -4.13, -2.51], [1.60, -2.64, -2.33], [2.94, -2.26, -2.07], [3.78, -2.12, -3.20], [5.53, -4.69, -6.10], [4.62, -5.44, -4.78], [4.52, -6.11, -6.42], [2.30, -5.93, -6.08], [1.75, -4.56, -7.05], [0.41, -4.62, -5.07], [1.47, -3.20, -5.04], [2.96, -4.67, -3.67], [1.82, -4.63, -1.63], [0.32, -4.33, -2.49], [1.04, -2.34, -1.45], [1.21, -2.06, -3.18], [3.23, -1.74, -4.06], [4.28, -3.05, -3.47], [4.55, -1.39, -2.94]]
}

***

{
  "formula": "C3H12N3O",
  "method": "ωB97M-V with the def2-TZVPD basis set",
  "gap_ha": 0.393,
  "fmax_ev_per_a": 5.5,
  "charge": 1,
  "symbols": ["C", "C", "N", "C", "N", "N", "H", "H", "H", "H", "H", "H", "H", "H", "H", "H", "H", "H", "O"],
  "xyz": [[-0.80, 0.54, 2.27], [-1.25, -0.03, 0.92], [-0.16, -0.26, 0.03], [0.12, 0.58, -1.08], [0.67, 0.13, -2.26], [0.17, 1.94, -0.87], [-0.76, -0.01, 3.13], [-1.47, 1.24, 2.65], [0.17, 0.98, 2.18], [-1.82, -1.00, 1.13], [-2.15, 0.50, 0.43], [0.31, -1.21, 0.16], [1.07, -0.79, -2.28], [0.74, 0.94, -2.98], [0.34, 2.68, -1.48], [-0.12, 2.32, 0.14], [2.24, -2.89, -1.18], [1.27, -3.19, -0.17], [1.44, -2.47, -0.73]]
}